DFT (ωB97M-V/def2-TZVPD) results for a 6-piece molecular cluster, C5H20NO7 overall in a non-equilibrium geometry.

Computed properties:
E_tot	-783.93528	a.u.
gap between HOMO and LUMO	8.77	eV
E_HOMO	-5.532	eV
net charge	-1

Each atom is followed by the atoms it is bonded to, with distances in Å.
Cartesian coordinates (Å):
1 C -2.00820 0.42820 1.58469  C2 1.636, H9 1.008, H10 1.138, H11 1.026
2 C -0.75976 -0.48920 1.06035  C1 1.636, N3 1.505, H12 1.132, H13 1.174
3 N -1.08628 -1.50568 -0.00080  C2 1.505, C4 1.461, C5 1.478
4 C -2.21354 -2.38468 0.29989  N3 1.461, H14 1.029, H15 1.127, H16 1.085
5 C 0.05823 -2.17384 -0.65442  N3 1.478, C6 1.614, H17 1.105, H18 1.092
6 C 0.93801 -0.90422 -1.12380  C5 1.614, O7 1.271, O8 1.238
7 O 2.19467 -1.04426 -0.99179  C6 1.271
8 O 0.36917 -0.03292 -1.79481  C6 1.238
9 H -1.78512 0.95678 2.41401  C1 1.008
10 H -2.31685 1.24171 0.85151  C1 1.138
11 H -2.86280 -0.13503 1.66076  C1 1.026
12 H -0.17676 -0.98978 1.89171  C2 1.132
13 H -0.07541 0.32447 0.56266  C2 1.174
14 H -2.55693 -2.87674 -0.53630  C4 1.029
15 H -1.90479 -3.23108 0.97682  C4 1.127
16 H -3.10975 -2.10461 0.84300  C4 1.085
17 H 0.70781 -2.89600 -0.12816  C5 1.105
18 H -0.14195 -2.47902 -1.68321  C5 1.092
19 H -1.34327 -0.02071 -2.05095  O21 1.098
20 H -2.36706 -0.49180 -1.22507  O21 1.057
21 O -2.28647 0.43700 -1.72333  H19 1.098, H20 1.057
22 H 2.49794 0.15501 1.13744  O24 0.994
23 H 2.55981 -1.44243 0.85610  O24 1.020
24 O 2.62184 -0.72642 1.57988  H22 0.994, H23 1.020
25 H -1.19826 3.46635 -0.67919  O27 0.879
26 H -0.76333 2.00861 -0.98764  O27 0.950
27 O -0.58180 2.84723 -0.58062  H25 0.879, H26 0.950
28 H 0.38226 3.20620 1.21694  O30 1.022
29 H 1.00049 2.11316 2.17252  O30 1.006
30 O 0.32356 2.85726 2.17579  H28 1.022, H29 1.006
31 H 1.57657 1.12458 -0.77920  O33 1.012
32 H 2.81547 0.60604 -0.67644  O33 0.896
33 O 2.43123 1.30543 -0.26913  H31 1.012, H32 0.896

Here are the Mulliken charges for atoms 1 to 2, given in e: -1.375, 0.302